1.
{
  "formula": "C4H6F3N3",
  "method": "the ωB97M-V functional and the def2-TZVPD basis",
  "species": ["F", "H", "H", "C", "F", "C", "H", "H", "F", "H", "N", "N", "C", "N", "C", "H"],
  "coordinates": [[-1.479, -1.313, -2.299], [1.611, 0.581, 1.269], [-1.212, -0.422, 2.408], [-0.460, 0.549, 0.461], [2.151, 1.632, -0.955], [1.659, 0.389, -0.827], [-0.490, 1.622, 0.643], [-2.327, 0.109, 1.304], [2.518, -0.464, -1.331], [-1.455, -1.212, 1.008], [-0.459, -0.954, -1.419], [-0.893, 0.253, -0.931], [1.000, 0.141, 0.515], [0.195, 0.226, -1.822], [-1.364, -0.240, 1.368], [1.004, -0.897, 0.609]],
  "orbital_gap_ev": 10.772,
  "spin_multiplicity": 1,
  "smiles": "C[C@H]1CC(F)(F)n2n(F)n21"
}

2.
{
  "formula": "C29H20ClN4O3Sr",
  "method": "the ωB97M-V functional and the def2-TZVPD basis",
  "species": ["N", "C", "H", "C", "H", "H", "C", "N", "H", "H", "C", "C", "H", "C", "C", "H", "H", "C", "H", "H", "C", "C", "O", "O", "C", "C", "C", "Cl", "H", "H", "N", "C", "C", "C", "C", "C", "C", "C", "H", "H", "C", "H", "C", "C", "N", "Sr", "C", "C", "H", "H", "O", "H", "H", "C", "H", "C", "C", "C"],
  "coordinates": [[-2.410, 2.117, 0.597], [1.162, -2.906, -3.735], [-4.997, 4.712, 1.804], [-4.283, 3.985, 1.452], [4.866, 1.221, -1.240], [4.291, 4.362, 1.579], [3.250, 3.904, -2.927], [-1.135, -1.441, -0.615], [-2.850, -1.573, 0.488], [3.309, -0.486, -1.513], [-3.196, 4.373, 0.686], [1.615, -1.827, -2.970], [1.369, 5.013, -0.339], [-0.780, -3.116, -2.327], [-1.093, 3.806, -0.472], [2.187, 3.308, 2.341], [2.864, 2.134, -4.063], [2.763, 2.870, 1.538], [2.532, -1.336, -3.259], [-0.329, -4.412, -3.981], [4.494, 4.176, -3.720], [2.226, 1.712, 0.913], [5.108, 3.293, -4.247], [4.867, 5.453, -3.834], [2.539, 0.039, -0.940], [2.832, 4.716, -1.875], [4.260, 1.682, -0.472], [6.184, 3.566, -0.364], [4.270, 6.080, -3.406], [-0.986, 4.878, -0.668], [-0.259, 2.945, -0.899], [-1.988, -3.736, -1.943], [0.906, 3.305, -1.556], [2.996, 1.133, -0.158], [3.936, 3.444, 1.136], [0.004, -3.560, -3.411], [-0.357, -1.978, -1.581], [-2.259, -2.037, -0.293], [-3.561, 0.693, 1.504], [-2.336, -4.607, -2.480], [-4.428, 2.642, 1.760], [-3.057, 5.404, 0.402], [1.344, 2.479, -2.595], [4.696, 2.834, 0.128], [1.300, -0.337, -1.039], [-0.448, 0.719, 0.099], [-2.266, 3.412, 0.288], [2.510, 2.770, -3.265], [3.419, 5.571, -1.562], [0.743, 1.618, -2.867], [1.107, 1.239, 1.307], [-3.628, -3.669, -0.566], [-5.268, 2.288, 2.334], [0.907, -1.373, -1.869], [1.761, -3.226, -4.574], [-2.712, -3.212, -0.903], [-3.468, 1.750, 1.296], [1.672, 4.416, -1.187]],
  "orbital_gap_ev": 6.099,
  "total_charge": 1,
  "spin_multiplicity": 1
}

3.
{
  "formula": "C26H39NOP2PbSi",
  "method": "the ωB97M-V functional and the def2-TZVPD basis",
  "species": ["H", "C", "C", "H", "H", "C", "H", "H", "C", "H", "H", "C", "C", "H", "C", "H", "H", "H", "C", "P", "H", "C", "C", "C", "H", "H", "N", "H", "Si", "H", "H", "Pb", "P", "H", "C", "H", "C", "C", "O", "C", "C", "H", "H", "H", "H", "H", "C", "C", "H", "H", "H", "H", "H", "C", "H", "H", "H", "C", "C", "C", "C", "C", "H", "H", "H", "C", "C", "H", "H", "H", "H"],
  "coordinates": [[-5.031, 2.727, 0.464], [-2.651, -0.669, 2.214], [-3.170, 5.281, 1.742], [-2.180, 1.186, 3.243], [0.068, 4.275, -1.147], [3.059, 1.722, -4.761], [5.637, 2.320, -2.611], [-1.102, -1.123, -3.045], [-1.088, -3.812, -0.749], [3.964, 1.342, -0.982], [-3.477, -1.680, -1.217], [-4.152, 3.285, 0.824], [3.727, 1.467, -2.047], [2.783, 1.819, -5.840], [-3.564, -1.699, 2.763], [-2.764, 1.684, 0.336], [0.999, -3.719, 1.574], [0.870, 4.904, 0.364], [-1.865, 0.131, 3.284], [0.374, -2.730, -0.592], [-0.836, 3.402, 3.610], [0.198, 2.978, 3.572], [-1.754, 3.446, 1.119], [1.228, -2.983, -2.162], [3.852, 1.655, 3.462], [1.121, 0.868, -4.202], [1.429, 0.423, -1.758], [-3.845, 0.047, -1.006], [-1.423, -0.283, -1.826], [-3.112, -2.366, 3.529], [5.054, 2.535, -5.038], [0.326, -0.297, 0.534], [-0.122, 2.700, 0.746], [1.480, -4.797, 0.206], [4.622, 1.992, -2.969], [1.718, 3.664, -0.669], [2.184, 2.230, 4.716], [-1.913, 4.736, 1.642], [-2.752, -0.326, 0.968], [-3.297, -0.681, -1.630], [-2.901, 2.687, 0.731], [2.649, 2.162, 1.347], [1.510, -4.027, -2.308], [-1.016, 5.323, 1.908], [-0.805, -4.857, -0.870], [0.379, 2.889, 5.718], [0.802, 2.772, 2.347], [0.877, 2.717, 4.745], [-3.279, 6.308, 2.135], [-5.287, 5.031, 1.392], [2.438, -3.326, 0.620], [-4.004, -2.257, 1.901], [0.603, -2.657, -2.999], [2.150, 2.293, 2.308], [-1.399, -1.138, 2.431], [-1.725, -3.515, -1.602], [-1.723, -3.725, 0.138], [-4.291, 4.571, 1.322], [0.740, 4.027, -0.265], [1.414, -3.751, 0.548], [2.111, 1.190, -3.885], [2.799, 2.030, 3.506], [-1.515, 1.121, -2.327], [-3.827, -0.657, -2.645], [-2.255, -0.273, 4.304], [4.286, 2.103, -4.291], [2.402, 0.995, -2.457], [2.110, -2.348, -2.210], [-4.317, -1.054, 3.289], [2.699, 1.990, 5.651], [-0.763, 0.252, 3.639]],
  "orbital_gap_ev": [4.994, 6.294],
  "spin_multiplicity": 1
}

| no. | electronic energy (Ha) |
| --- | --- |
| 1 | -619.68514 |
| 2 | -2052.67353 |
| 3 | -2308.85941 |